Computed, not measured: a cluster of 2 separate species, C3H5F2NOS in total at a distorted geometry, with wB97M-V/def2-TZVPD.

```
13
Properties=species:S:1:pos:R:3:forces:R:3:mulliken_charge:R:1
C -0.539 -1.271 1.158 -1.2 -1.1 -1.5 0.38
C -1.396 -0.305 0.258 4.0 -2.3 -1.6 -0.89
C 0.981 1.940 -0.023 0.5 -0.9 -1.4 0.09
H -1.199 -1.595 2.055 2.1 0.6 -0.7 0.24
H -2.297 -0.787 -0.108 0.0 -0.1 0.2 0.36
H -1.530 0.597 0.688 -0.9 2.9 1.7 0.42
H 1.707 -0.193 0.211 -1.6 3.4 -4.0 0.45
H 1.792 2.280 0.643 0.3 -0.5 -0.2 0.37
N 1.214 0.732 -0.823 -0.2 -2.3 5.1 -0.48
O 0.005 2.610 -0.155 -0.6 0.5 0.3 -0.43
F 0.825 -0.863 1.390 -2.4 0.0 1.3 -0.28
F -0.297 -2.389 0.397 -0.6 0.0 0.7 -0.23
S -0.377 0.049 -1.308 0.5 -0.1 0.1 0.01
```
Positions in Å, forces in eV/Å.

HOMO level = -8.99 eV
largest force on an atom = 5.60 eV Å⁻¹
molar mass = 141.1 g/mol
E_tot = -845.104843 a.u.
frontier orbital gap = 0.35114 Eh